DFT (ωB97M-V/def2-TZVPD) results for a molecular structure, C44H59BN11.

Geometry as ORCA input:
```
! RIJCOSX wB97M-V def2-TZVPD def2/J DEFGRID3
* xyz -1 1
B -0.4157 0.0132 0.2162
H -0.8534 1.0904 -0.3162
H -1.0887 -1.0381 -0.1615
H 0.8785 0.1713 0.0754
H -0.5711 0.1450 1.6213
N -3.4945 2.1988 0.6870
C -4.4932 1.8807 1.6919
C -5.6674 2.7966 1.4408
C -5.1972 3.6442 0.2231
C -3.8179 3.3104 -0.0058
H -2.5946 1.4866 0.5859
H -4.3295 1.1131 2.6164
H -6.6082 2.7762 2.0769
H -5.7805 4.4830 -0.0880
H -3.2461 3.7621 -0.7568
N 1.3653 -1.3658 -2.1052
C 2.2217 -0.9446 -3.2344
C 2.2853 -2.2188 -4.2053
C 1.6646 -3.3292 -3.2785
C 0.8566 -2.6751 -2.1455
H 0.9846 -0.6591 -1.3871
H 2.5828 0.1662 -3.1566
H 2.8809 -2.3828 -4.9418
H 1.4463 -4.2614 -3.6892
H 0.3011 -3.0646 -1.3839
N 3.7277 -2.7157 -1.8098
C 4.9531 -3.1835 -2.5600
C 6.0154 -3.1515 -1.4459
C 5.4370 -2.6344 -0.2271
C 3.9541 -2.3177 -0.4964
H 2.8161 -2.5165 -2.2833
H 4.9956 -3.5298 -3.5675
H 7.0525 -3.5676 -1.5385
H 5.9209 -2.7407 0.6650
H 3.1609 -1.7725 0.1452
N -1.9694 -4.1488 1.6083
C -2.9685 -3.7637 0.8046
C -4.1407 -4.5962 1.2088
C -3.6837 -5.4891 2.3618
C -2.2681 -5.1170 2.5292
H -1.1993 -3.6370 1.5373
H -2.8435 -2.9348 0.1925
H -5.0876 -4.6527 0.6983
H -4.0814 -6.3796 2.7736
H -1.2563 -5.4757 3.0284
N 0.3013 5.3422 -2.4108
C 1.1066 5.2907 -3.5148
C 1.3839 3.8042 -3.9022
C 0.4927 3.1643 -3.0008
C -0.2395 4.0935 -2.0661
H -0.0624 6.0945 -1.8602
H 1.4863 6.1329 -4.0132
H 1.9793 3.5228 -4.6588
H 0.3468 2.1180 -2.7009
H -0.9139 3.6799 -1.1072
N 4.5258 0.4910 -1.4645
C 3.6702 1.5718 -1.6309
C 4.3611 2.8539 -1.6829
C 5.8762 2.5263 -1.5058
C 5.8676 1.0510 -1.2561
H 4.3023 -0.5018 -1.4949
H 2.5901 1.2431 -1.6541
H 4.1155 3.7293 -1.9862
H 6.7717 3.0061 -1.9106
H 6.8953 0.4643 -1.1519
N -5.3615 0.4592 0.0494
C -4.4444 -0.4987 -0.0235
C -5.1841 -1.6444 -0.8779
C -6.4411 -1.0468 -1.2126
C -6.5433 0.2841 -0.6333
H -5.0112 1.3932 0.5193
H -3.4607 -0.6094 0.4443
H -4.6897 -2.6184 -1.1612
H -7.3357 -1.6011 -1.7363
H -7.2307 1.1411 -0.7454
N -0.5521 1.6255 5.1849
C 0.4517 0.6790 4.8962
C 0.5292 -0.2727 6.1067
C -0.3789 0.3697 7.1422
C -1.0356 1.5503 6.5348
H -0.8872 2.4433 4.4601
H 1.1327 0.7408 3.9822
H 1.1743 -1.2128 6.2169
H -0.6237 0.1585 8.1489
H -1.5336 2.3882 7.0808
N 0.8602 -2.6803 1.6746
C 0.5298 -2.8935 3.0185
C 0.7869 -4.3593 3.2349
C 1.3921 -4.9130 1.9800
C 1.3083 -3.8817 1.0590
H 0.7747 -1.7912 1.1608
H 0.2529 -2.4120 3.7759
H 0.6227 -4.8779 4.2211
H 1.6870 -5.9228 1.9784
H 1.7215 -3.9578 -0.0382
N 3.9854 2.2191 1.2425
C 2.7024 2.3665 1.8648
C 2.8883 2.8774 3.2389
C 4.4310 3.3027 3.2576
C 4.9708 2.7843 2.0486
H 4.2825 1.8129 0.5051
H 1.8354 1.6697 1.4701
H 2.1136 3.0494 4.0048
H 4.9648 3.5330 4.2481
H 6.1093 2.7827 1.6883
N -3.6676 0.8941 -2.9204
C -4.4995 1.0960 -3.9282
C -3.7873 1.9550 -4.9962
C -2.2769 2.2131 -4.4627
C -2.3140 1.4530 -3.1161
H -3.9106 0.4175 -2.1294
H -5.6379 0.5919 -4.0248
H -4.3527 2.5056 -5.8847
H -1.5016 2.7676 -5.0326
H -1.5467 1.2174 -2.5460
*
```

LUMO level in eV: 2.3
HOMO-LUMO gap in Ha: 0.2823
HOMO in eV: -5.359

These are the Mulliken partial charges, in e, on atoms 1 to 4: atom 1 (B): 4.02, atom 2 (H): -0.76, atom 3 (H): -0.64, atom 4 (H): -0.97

=====

DFT (ωB97M-V/def2-TZVPD) results for a single C2H5NO3S molecule.

Geometry as ORCA input:
```
! RIJCOSX wB97M-V def2-TZVPD def2/J DEFGRID3
* xyz 0 1
C 0.5875 -0.0126 0.3462
C -0.2956 1.1165 -0.0610
N -1.4008 -1.0902 0.6676
O -2.8125 1.0093 0.4800
O -0.2022 -0.8031 1.2321
O -1.2245 -2.1739 -0.5717
S -1.9137 0.2562 -0.3911
H 0.7987 -0.5390 -0.5852
H 1.4829 0.0417 1.0100
H -0.3534 1.8934 0.8725
H 0.1254 1.7128 -0.8459
H -2.0517 -2.6172 -0.7896
*
```

LUMO level in eV: 0.5
HOMO-LUMO gap in Ha: 0.3842
HOMO in eV: -9.934

These are the Mulliken partial charges, in e, on atoms 1 to 4: atom 1 (C): -0.39, atom 2 (C): -0.49, atom 3 (N): 0.06, atom 4 (O): -0.55

=====

DFT (ωB97M-V/def2-TZVPD) results for a molecular structure, C35H28F3N9O3P2PdSSe2.

Geometry as ORCA input:
```
! RIJCOSX wB97M-V def2-TZVPD def2/J DEFGRID3
* xyz 0 1
Pd 0.5036 -2.5224 -0.0169
Se -4.3296 2.0671 2.6647
P -2.8286 2.2012 1.2210
C -1.4938 3.2985 1.7829
C -0.6493 2.7823 2.7677
C 0.3185 3.5867 3.3478
C 0.4422 4.9167 2.9643
C -0.4048 5.4403 1.9989
C -1.3720 4.6343 1.4113
C -3.4335 2.8094 -0.3816
C -4.0689 4.0514 -0.4336
C -4.5965 4.5181 -1.6284
C -4.5304 3.7321 -2.7732
C -3.9392 2.4788 -2.7176
C -3.3877 2.0195 -1.5279
C -2.0227 0.6206 0.8418
C -0.8660 0.1757 0.1926
N -0.9430 -1.1864 0.2401
N -2.0638 -1.5572 0.8290
N -2.7219 -0.4907 1.1901
P 0.5708 0.7794 -0.6861
Se 1.4523 -1.0096 -1.5912
C 0.1544 1.9487 -1.9903
C -0.0140 1.5123 -3.3025
C -0.3620 2.4232 -4.2909
C -0.5370 3.7635 -3.9758
C -0.3628 4.2010 -2.6697
C -0.0187 3.2956 -1.6807
C 1.7285 1.5248 0.4640
C 1.9175 0.8324 1.6603
C 2.9157 1.2314 2.5312
C 3.7116 2.3273 2.2190
C 3.5103 3.0255 1.0363
C 2.5222 2.6227 0.1480
H -0.7541 1.7478 3.0803
H 0.9766 3.1729 4.1028
H 1.1968 5.5448 3.4229
H -0.3202 6.4796 1.7036
H -2.0367 5.0595 0.6698
H -4.1787 4.6367 0.4724
H -5.0846 5.4850 -1.6593
H -4.9588 4.0910 -3.7019
H -3.9048 1.8518 -3.6008
H -2.9355 1.0363 -1.4951
H 0.1212 0.4665 -3.5472
H -0.4924 2.0821 -5.3107
H -0.8112 4.4695 -4.7506
H -0.5044 5.2453 -2.4170
H 0.1289 3.6360 -0.6689
H 1.3001 -0.0183 1.9136
H 3.0669 0.6771 3.4500
H 4.4929 2.6397 2.9027
H 4.1289 3.8814 0.7960
H 2.3930 3.1503 -0.7878
N 3.7723 -2.9936 0.3034
C 3.2081 -3.9882 -0.3727
N 4.0022 -4.9395 -0.8637
C 3.3915 -5.9316 -1.4916
N 4.1523 -6.9037 -2.0192
N 2.0545 -6.0656 -1.6381
C 1.3459 -5.0717 -1.1594
N 1.8572 -3.9787 -0.5627
C -0.1396 -5.1890 -1.2697
C -0.7136 -6.2121 -2.0044
C -2.0961 -6.3013 -2.0383
C -2.8497 -5.3795 -1.3350
C -2.1961 -4.3793 -0.6285
N -0.8697 -4.2870 -0.6087
H 4.7535 -3.1094 0.4911
H 3.2256 -2.4708 0.9876
H 5.1473 -6.8719 -1.8943
H 3.7112 -7.6928 -2.4531
H -0.0780 -6.9159 -2.5203
H -2.5779 -7.0892 -2.6041
H -3.9316 -5.4264 -1.3240
H -2.7260 -3.6313 -0.0543
F 1.5442 -1.9767 5.4406
C 1.4601 -3.0592 4.6627
F 2.5814 -3.7739 4.8105
F 0.4292 -3.7982 5.0691
S 1.2457 -2.5602 2.9098
O 0.9362 -3.8113 2.2227
O 2.5530 -1.9994 2.5765
O 0.1814 -1.5818 2.9488
*
```

LUMO level in eV: -0.6
HOMO-LUMO gap in Ha: 0.2531
HOMO in eV: -7.494

These are the Mulliken partial charges, in e, on atoms 1 to 4: atom 1 (Pd): 0.21, atom 2 (Se): -0.34, atom 3 (P): -0.18, atom 4 (C): 0.86

=====

DFT (ωB97M-V/def2-TZVPD) results for a molecular structure, C26H38Cl7N6PSW.

Geometry as ORCA input:
```
! RIJCOSX wB97M-V def2-TZVPD def2/J DEFGRID3
* xyz 2 3
W 0.0373 0.5148 0.2563
Cl -0.9250 3.1046 2.8011
C -0.6182 1.4743 3.3009
C -0.1914 0.5329 2.3684
C -0.0626 -0.7570 2.8463
Cl 0.3250 -1.9041 1.5554
C -0.2539 -1.1724 4.1444
Cl -0.0476 -2.8102 4.5706
C -0.6232 -0.1941 5.0651
Cl -0.8384 -0.6199 6.6986
C -0.8219 1.1259 4.6383
Cl -1.3180 2.3073 5.7654
C 3.8510 -0.1179 -3.2469
N 2.9645 -1.2343 -2.8810
C 2.7684 -2.3861 -3.6365
C 1.9010 -3.1604 -2.9604
N 1.5814 -2.4639 -1.8040
C 2.2438 -1.2987 -1.7571
S 2.3086 -0.0920 -0.5095
H 4.0049 -0.1435 -4.3211
H 4.8046 -0.2156 -2.7343
H 3.3765 0.8168 -2.9616
H 3.2693 -2.5450 -4.5765
H 1.4860 -4.1262 -3.1897
H 1.0478 -2.8376 -1.0338
Cl -1.6077 -1.0683 -1.1759
C -3.1956 -0.4118 -0.5770
Cl -2.8675 0.7836 0.6654
H -3.7531 -1.2401 -0.1622
H -3.6879 0.0516 -1.4211
N -0.1442 2.1270 -0.5269
P 0.2424 3.5185 -1.3026
N 0.6943 3.1233 -2.8248
C 0.5891 4.2046 -3.8408
C -0.7246 4.1259 -4.6071
C -0.9019 2.7421 -5.2293
C -0.7717 1.6455 -4.1737
C 0.5451 1.7830 -3.4215
N 1.4627 4.3674 -0.6675
C 1.4049 4.7670 0.7631
C 2.2719 3.8559 1.6157
C 3.7112 3.8453 1.1011
C 3.7639 3.4792 -0.3830
C 2.8408 4.3720 -1.1980
N -1.0518 4.5038 -1.1800
C -0.9710 5.9734 -1.3732
C -1.8353 6.6926 -0.3476
C -3.2743 6.1907 -0.4018
C -3.3121 4.6799 -0.2050
C -2.4361 3.9899 -1.2380
H 1.4317 4.0853 -4.5277
H 0.7159 5.1715 -3.3558
H -0.7414 4.8995 -5.3763
H -1.5506 4.3319 -3.9215
H -0.1284 2.5900 -5.9899
H -1.8625 2.6721 -5.7395
H -0.8329 0.6571 -4.6364
H -1.5947 1.7261 -3.4504
H 1.3827 1.6402 -4.1128
H 0.6396 1.0320 -2.6408
H 0.3675 4.7684 1.0909
H 1.7720 5.7958 0.8326
H 1.8588 2.8452 1.5902
H 2.2319 4.1889 2.6545
H 4.3222 3.1595 1.6875
H 4.1418 4.8437 1.2363
H 3.4586 2.4328 -0.5235
H 4.7825 3.5802 -0.7626
H 2.8218 4.0864 -2.2454
H 3.1889 5.4078 -1.1447
H -1.3154 6.2224 -2.3847
H 0.0670 6.2812 -1.2855
H -1.7928 7.7646 -0.5446
H -1.4170 6.5255 0.6504
H -3.6986 6.4330 -1.3833
H -3.8910 6.6944 0.3421
H -4.3333 4.3020 -0.2857
H -2.9448 4.4262 0.7930
H -2.8448 4.1712 -2.2391
H -2.4158 2.9188 -1.0775
*
```

LUMO level (spin up / spin down) in eV: -6.2 / -6.5
⟨S²⟩: 2.028
HOMO-LUMO gap (spin up / spin down) in Ha: 0.2474 / 0.2697
HOMO (spin up / spin down) in eV: -12.888 / -13.825

These are the Mulliken partial charges, in e, on atoms 1 to 4: atom 1 (W): -0.42, atom 2 (Cl): -0.17, atom 3 (C): 1.05, atom 4 (C): -1.04

=====

DFT (ωB97M-V/def2-TZVPD) results for a molecular structure, C16H26AsN4O4Tc.

Geometry as ORCA input:
```
! RIJCOSX wB97M-V def2-TZVPD def2/J DEFGRID3
* xyz 3 2
Tc -0.4276 -0.5055 -0.6987
C -2.2573 1.9870 1.5889
C -1.7565 2.2340 0.2174
N -1.0671 1.3943 -0.5594
C -0.8102 2.0587 -1.7626
C -1.3586 3.3056 -1.7043
N -1.9337 3.3783 -0.4651
C -1.4838 4.5393 -2.5841
O -0.9576 4.5217 -3.7854
O -2.0959 5.4464 -2.1113
C 0.0013 1.3651 -2.7623
O 0.3884 1.6978 -3.8170
O 0.3556 0.0304 -2.2209
H -2.1378 0.9405 1.8638
H -3.3150 2.2451 1.6602
H -1.7145 2.6097 2.3035
H -2.4246 4.2218 -0.1653
H -0.4985 3.7022 -4.0385
C 3.6185 0.5832 -1.0868
C 2.8618 0.8615 0.2030
As 1.6148 -0.5430 0.7336
C 1.0558 -0.1978 2.5772
C 2.1628 -0.4715 3.6009
C 2.3657 -2.2884 0.2882
C 3.5848 -2.6788 1.1316
H 4.2126 1.4612 -1.3390
H 2.9564 0.3810 -1.9301
H 4.3094 -0.2515 -0.9752
H 2.2885 1.7904 0.1808
H 3.5440 0.9372 1.0552
H 0.1569 -0.7750 2.8005
H 0.7826 0.8606 2.5626
H 2.3631 -1.5357 3.7033
H 1.8386 -0.0977 4.5716
H 3.0913 0.0411 3.3505
H 2.6444 -2.1808 -0.7646
H 1.5805 -3.0445 0.3456
H 4.3261 -1.8799 1.1704
H 4.0598 -3.5454 0.6735
H 3.3022 -2.9468 2.1470
C -3.4472 -1.4418 -2.0217
C -2.9431 -2.1397 -0.8130
N -1.7967 -1.8622 -0.1437
C -1.6913 -2.7966 0.8985
C -2.7608 -3.6132 0.8405
N -3.5263 -3.1746 -0.2245
H -2.8095 -0.5950 -2.2838
H -4.4576 -1.0633 -1.8590
H -3.4697 -2.1203 -2.8767
H -0.8729 -2.7983 1.5976
H -3.0560 -4.4481 1.4547
H -4.3961 -3.5986 -0.5274
*
```

LUMO level (spin up / spin down) in eV: -12.3 / -12.2
⟨S²⟩: 0.760
HOMO-LUMO gap (spin up / spin down) in Ha: 0.2575 / 0.2603
HOMO (spin up / spin down) in eV: -19.325 / -19.325

These are the Mulliken partial charges, in e, on atoms 1 to 4: atom 1 (Tc): 1.12, atom 2 (C): -1.31, atom 3 (C): 0.09, atom 4 (N): 0.46

=====

DFT (ωB97M-V/def2-TZVPD) results for 2 unconnected molecules or ions with the total composition C7H13O.

Geometry as ORCA input:
```
! RIJCOSX wB97M-V def2-TZVPD def2/J DEFGRID3
* xyz 1 1
C -0.4978 -0.3255 0.1683
C -1.7808 0.2749 0.3538
C 0.2436 -1.1380 -0.4079
C -3.0568 -0.5655 0.1272
C -1.8115 1.5402 0.8350
C 1.1713 -2.1151 -0.9275
C 2.4795 1.4225 -0.2423
O 1.9453 0.7544 0.8795
H 0.4409 0.0994 0.5838
H -2.8451 -1.6891 0.0581
H -3.7355 -0.4318 0.9591
H -3.4607 -0.1760 -0.7978
H -2.7896 2.1217 1.0644
H -0.9254 2.0942 1.0583
H 2.6884 0.1888 0.9518
H 0.5103 -2.9338 -1.0571
H 1.8193 -2.3276 -0.0571
H 1.6245 -1.8752 -1.8162
H 3.0342 0.8202 -1.0063
H 1.6513 2.0757 -0.6636
H 3.2948 2.1854 -0.0635
*
```

LUMO level in eV: -4.6
HOMO-LUMO gap in Ha: 0.3303
HOMO in eV: -13.632

These are the Mulliken partial charges, in e, on atoms 1 to 4: atom 1 (C): -0.33, atom 2 (C): 0.93, atom 3 (C): 0.23, atom 4 (C): -1.16